51
Properties=species:S:1:pos:R:3:mulliken_charge:R:1 method="wB97M-V/def2-TZVPD" charge=+1 smiles="C#CCCCc1cc([PH2]=S)c(C[C@H](C)I)c(CC(=O)OC(C)=O)[n+]1CON=O" homo_lumo_gap_ev=7.29
C 2.08458 -5.64885 0.94154 0.005
C 2.77928 -4.77545 0.51037 -0.377
C 3.33180 -3.49190 0.09756 -0.863
C 2.33377 -2.71253 -0.76874 -0.598
C 0.90693 -2.72209 -0.16355 -1.095
C 0.24083 -1.39192 -0.36835 -0.112
C 0.08322 -0.93806 -1.65302 -0.637
C -0.48834 0.28455 -1.92002 0.318
P -0.61908 0.80261 -3.66962 0.202
S -2.42332 0.92479 -4.33970 -0.323
C -0.94670 1.07525 -0.86413 0.438
C -1.58172 2.41644 -1.13766 -1.337
C -3.14056 2.46397 -1.06154 -0.614
C -3.65561 3.57564 -0.12094 -1.220
I -4.08538 0.58813 -0.59014 0.108
C -0.78221 0.59775 0.42534 0.104
C -1.24802 1.46354 1.57055 -1.021
C -0.08155 2.33501 2.01863 0.476
O -0.13149 3.52317 2.00875 -0.517
O 1.01856 1.61975 2.41582 -0.250
C 2.24723 2.12521 1.91658 0.578
C 2.68537 1.69722 0.54964 -0.540
O 2.90045 2.84624 2.59148 -0.458
N -0.19579 -0.61286 0.65279 1.223
C -0.03463 -1.14268 2.02479 -1.258
O -0.86158 -2.25740 2.24192 -0.289
N -2.24848 -1.96371 1.85241 0.270
O -2.59270 -2.69781 1.03739 -0.224
H 1.42634 -6.40867 1.27548 0.402
H 4.25742 -3.67695 -0.44115 0.409
H 3.56422 -2.90935 0.98649 0.308
H 2.70617 -1.69232 -0.83188 0.406
H 2.31710 -3.13480 -1.76763 0.377
H 0.32527 -3.44059 -0.73590 0.461
H 0.90178 -3.07723 0.85531 0.545
H 0.42017 -1.57000 -2.46028 0.522
H 0.24332 -0.06532 -4.36403 0.133
H 0.03523 2.05027 -3.69934 0.151
H -1.29225 2.73857 -2.12965 0.752
H -1.16239 3.13104 -0.43633 0.366
H -3.48882 2.71604 -2.05278 0.721
H -4.39216 4.19401 -0.61893 0.309
H -2.83788 4.18891 0.24612 0.357
H -4.14331 3.15040 0.75250 0.383
H -2.07809 2.08524 1.28659 0.068
H -1.57316 0.83819 2.39664 0.539
H 2.43384 0.66187 0.33085 -0.001
H 3.76125 1.80128 0.52244 0.396
H 2.27161 2.34150 -0.22275 0.247
H -0.16746 -0.39174 2.78616 0.676
H 0.97700 -1.51434 2.12392 0.487

---

47
Properties=species:S:1:pos:R:3:mulliken_charge:R:1 method="wB97M-V/def2-TZVPD" e_above_lowest_kcal_mol=452.4 homo_lumo_gap_ev=8.49
C -4.11673 -3.19184 1.60177 -1.134
C -4.02521 -2.98680 0.00470 -0.748
C -2.98468 -1.86299 -0.48605 -0.694
C -3.38530 -0.57141 0.00836 -0.483
C -2.46389 0.31919 -0.73515 -0.721
C -1.13043 0.07741 -0.09361 0.553
O -0.76367 0.07880 1.15280 -0.632
O -0.32540 -0.16697 -1.30319 -0.590
H 0.58822 -0.20578 -1.00830 0.456
H -2.49414 0.37995 -1.68342 1.054
C -2.94004 2.10997 -0.11151 -0.696
C -2.22369 3.14107 -0.93930 -1.340
C -0.73700 3.05918 -0.30342 0.681
O -0.57069 3.99733 0.83702 -0.719
N 0.24267 2.55551 -0.95597 -0.022
C 1.38135 2.20147 -0.09904 0.135
N 2.11040 0.95782 -0.53208 -0.797
N 3.13580 0.98993 0.26690 0.661
C 3.34859 2.20810 0.96642 -0.320
C 2.12454 2.94556 0.91556 -1.113
H 1.82353 3.80219 1.19200 0.771
H 3.93672 2.32819 1.87144 0.228
C 4.05290 0.08943 0.09712 1.023
C 4.97319 -0.24002 1.16954 -0.966
C 5.89576 -1.18613 0.57566 -0.286
C 5.87648 -2.14548 -0.30937 -0.481
C 4.82509 -2.09381 -1.24730 -0.849
C 3.98794 -0.68216 -1.11285 -0.536
H 3.11074 -0.66211 -1.70219 0.440
H 4.75922 -2.57707 -2.04686 0.594
H 6.47966 -2.88865 -0.48053 0.548
H 6.62286 -1.58197 1.43544 0.176
H 5.15139 0.36163 1.90030 0.541
H 0.00078 1.86875 -1.64958 0.383
H -2.71237 3.90504 -0.69875 0.541
H -1.98572 3.04041 -1.86714 0.547
H -3.92114 2.04549 -0.49549 0.517
H -2.72118 2.01591 1.21267 0.294
H -3.35315 -0.44889 1.13569 0.274
H -4.58427 -0.14550 -0.12791 0.218
H -2.07464 -2.33645 0.04965 0.117
H -3.26111 -1.87727 -1.31305 0.778
H -5.27169 -2.69643 -0.27626 0.247
H -4.01948 -4.07043 -0.45893 0.336
H -4.95208 -3.93551 1.71644 0.338
H -3.01220 -3.52173 1.84261 0.260
H -4.39792 -2.40293 2.08516 0.414

---

48
Properties=species:S:1:pos:R:3:mulliken_charge:R:1 method="wB97M-V/def2-TZVPD" e_above_lowest_kcal_mol=6.5 smiles="CCCCCCCC(=O)NNC(=O)c1c(O)c2ccccc2[nH]c1=O" homo_lumo_gap_ev=8.81
C -6.21484 -2.46557 0.94700 -1.154
C -6.68888 -1.38976 -0.02309 -0.403
C -6.25859 0.02133 0.38146 -0.882
C -4.74676 0.25057 0.43613 -0.343
C -4.06538 0.09602 -0.92207 -0.506
C -2.56454 0.38447 -0.87657 -0.578
C -2.24563 1.87165 -0.67410 -0.599
C -0.74415 2.05278 -0.67219 0.292
O -0.08342 2.36005 -1.63349 -0.644
N -0.18691 1.85305 0.56762 -0.521
N 1.18802 1.69463 0.68378 -0.042
C 1.75682 0.51648 0.36606 0.863
O 1.06744 -0.49475 0.17211 -0.889
C 3.22874 0.48530 0.31670 -0.481
C 3.84610 -0.71640 0.00147 0.738
O 3.17059 -1.82446 -0.21920 -0.633
H 2.19067 -1.59323 -0.13304 0.372
C 5.28411 -0.78938 -0.09614 0.474
C 5.94925 -1.98012 -0.41000 -0.569
C 7.32095 -2.00563 -0.49670 -0.666
C 8.05614 -0.84263 -0.27239 -0.510
C 7.42249 0.33978 0.03717 -0.675
C 6.02919 0.37990 0.12861 -0.120
N 5.37043 1.53605 0.43459 -0.032
C 4.00753 1.68312 0.54778 1.095
O 3.56266 2.79031 0.83567 -0.826
H 5.90999 2.37954 0.59102 0.203
H 7.99087 1.24161 0.21044 0.379
H 9.13308 -0.86828 -0.34243 0.393
H 7.83225 -2.92411 -0.73902 0.408
H 5.35848 -2.86610 -0.58026 0.474
H 1.78511 2.52571 0.73470 0.373
H -0.73007 1.36446 1.26906 0.325
H -2.66434 2.23464 0.26455 0.348
H -2.66221 2.44836 -1.50024 0.365
H -2.11147 0.06670 -1.81777 0.326
H -2.10560 -0.20520 -0.07933 0.269
H -4.20047 -0.92735 -1.27483 0.294
H -4.54066 0.76304 -1.64472 0.301
H -4.29496 -0.44158 1.14878 0.248
H -4.58073 1.26284 0.81133 0.259
H -6.69399 0.73283 -0.32482 0.332
H -6.67592 0.24087 1.36772 0.359
H -7.78080 -1.40968 -0.06498 0.357
H -6.32287 -1.61628 -1.02564 0.278
H -6.52492 -2.22615 1.96216 0.290
H -5.13229 -2.55989 0.92960 0.284
H -6.64052 -3.42957 0.67750 0.374

---

49
Properties=species:S:1:pos:R:3:mulliken_charge:R:1 method="wB97M-V/def2-TZVPD" e_above_lowest_kcal_mol=63.7 smiles="COc1cccc(CNC(=O)c2cc(S(=O)(=O)N3CCCC3)cn2C)c1" homo_lumo_gap_ev=9.26
C -6.22839 -3.11213 -0.17778 -0.855
H -7.11436 -2.63157 0.24956 0.352
O -5.47554 -2.21190 -0.95348 -0.411
C -4.95453 -1.10836 -0.34841 0.693
C -5.09413 -0.79436 0.99804 -0.430
C -4.51080 0.36047 1.49619 -0.841
C -3.79482 1.20596 0.67333 -0.547
C -3.65486 0.90097 -0.67735 0.844
C -4.22713 -0.25297 -1.17785 -0.612
H -4.13362 -0.51487 -2.22074 0.377
C -2.83956 1.80771 -1.56389 -1.430
N -1.42306 1.64935 -1.30171 -0.058
C -0.71715 2.55084 -0.58168 0.412
O -1.21823 3.58809 -0.17328 -0.743
C 0.69499 2.17882 -0.37533 0.353
C 1.41473 1.14739 -0.95901 -0.088
C 2.72383 1.22805 -0.47151 -0.379
C 2.76844 2.29611 0.39529 -0.795
N 1.55120 2.86822 0.44451 0.128
C 1.23908 4.00488 1.27196 -0.966
H 0.26019 4.38898 0.99181 0.319
H 1.22492 3.71319 2.32418 0.312
H 1.99245 4.77962 1.13145 0.356
H 3.60257 2.66931 0.95387 0.501
S 4.07085 0.15318 -0.85384 1.352
O 3.78091 -0.51199 -2.09600 -0.660
O 5.29786 0.88602 -0.74081 -0.755
N 3.97724 -0.90506 0.45665 0.034
C 3.05436 -2.01427 0.24443 -0.668
H 2.25057 -1.96166 0.98438 0.304
H 2.62440 -1.91517 -0.75386 0.359
C 3.87610 -3.30909 0.37604 -0.585
H 3.60257 -4.03966 -0.38189 0.308
H 3.72262 -3.75235 1.36083 0.300
C 5.32115 -2.82994 0.23772 -0.557
H 5.58256 -2.71743 -0.81503 0.265
H 6.03696 -3.49278 0.71917 0.393
C 5.25215 -1.45207 0.89229 -0.762
H 5.23801 -1.53685 1.98417 0.350
H 6.04588 -0.77214 0.59013 0.384
H 1.08436 0.42786 -1.68039 0.499
H -1.00615 0.76497 -1.53764 0.233
H -3.03275 1.59280 -2.61830 0.433
H -3.07496 2.85426 -1.35401 0.427
H -3.34428 2.10513 1.06417 0.488
H -4.62563 0.59736 2.54361 0.377
H -5.65114 -1.43330 1.66478 0.396
H -5.62831 -3.55002 0.62661 0.349
H -6.54155 -3.89964 -0.86139 0.241

---

50
Properties=species:S:1:pos:R:3:mulliken_charge:R:1 method="wB97M-V/def2-TZVPD" e_above_lowest_kcal_mol=34.6 smiles="CCN(CC)S(=O)(=O)c1ccc(NC(=O)CCNC(=O)c2ccco2)cc1" homo_lumo_gap_ev=9.12
C -1.69044 0.44600 -1.98571 -0.805
H -1.11752 0.38128 -2.90760 0.468
H -1.05922 0.14254 -1.15447 0.091
H -2.53341 -0.23795 -2.04518 0.234
C -2.18953 1.87457 -1.77816 -0.967
N -2.94817 1.98467 -0.55160 0.384
S -2.26862 2.99996 0.59107 1.291
O -3.18802 3.08881 1.68731 -0.754
O -1.79617 4.22390 0.00034 -0.688
C -0.85626 2.01578 1.06902 -0.253
C 0.42808 2.45731 0.82192 -0.408
C 1.50986 1.66379 1.16157 -0.508
C 1.29161 0.41862 1.74788 0.610
C -0.01352 -0.01452 1.99929 -0.497
C -1.08471 0.78503 1.65762 -0.832
H -2.10065 0.47313 1.83740 0.395
H -0.17478 -0.98921 2.43499 0.334
N 2.33213 -0.43728 2.11523 -0.129
C 3.62608 -0.40248 1.69854 0.570
O 4.10799 0.46759 1.00794 -0.645
C 4.46995 -1.57705 2.19163 -0.649
H 4.63920 -1.46309 3.26386 0.324
H 5.43405 -1.49323 1.68708 0.353
C 3.84338 -2.95230 1.91608 -0.952
N 3.20260 -3.01505 0.62216 -0.051
C 1.85057 -2.96360 0.50725 0.569
O 1.11632 -2.96246 1.48101 -0.698
C 1.34849 -2.91813 -0.87329 0.112
C 1.97603 -2.95902 -2.09701 -0.167
C 0.95591 -2.86732 -3.06414 -0.745
C -0.21201 -2.77459 -2.36322 -0.418
O 0.01656 -2.80452 -1.05257 -0.282
H -1.23052 -2.68623 -2.68537 0.560
H 1.07374 -2.87028 -4.12793 0.485
H 3.02495 -3.04920 -2.29458 0.413
H 3.78029 -2.90312 -0.19382 0.199
H 4.61911 -3.72160 1.97069 0.399
H 3.07148 -3.19310 2.65149 0.423
H 2.00958 -1.28236 2.57309 0.313
H 2.51576 1.99570 0.96735 0.501
H 0.56613 3.42559 0.36730 0.547
C -4.39372 1.97300 -0.62182 -0.690
C -4.98574 3.26888 -1.17013 -1.009
H -6.07158 3.22077 -1.15121 0.403
H -4.65435 4.09966 -0.55228 0.300
H -4.66245 3.44761 -2.19345 0.272
H -4.69727 1.11509 -1.22891 0.350
H -4.74063 1.82403 0.40208 0.391
H -2.79741 2.18304 -2.63445 0.403
H -1.34312 2.56137 -1.70427 0.456